DFT (wB97M-V/def2-TZVPD) results for a structure of composition C18H37IrO2P3 at a distorted geometry.

DFT total energy = -54036.121 eV
Charge = +3
Multiplicity = 5
LUMO energy (spin up / spin down) = -0.3931 / -0.4330 hartree
Energy relative to the best compared isomer or geometry (same formula, charge and spin) = 0.2646 eV
Kohn-Sham gap (spin up / spin down) = 5.3 / 6.3 eV

Last column: Löwdin spin population.
CARTESIAN COORDINATES (ANGSTROEM)
Ir: -0.34 1.07 0.00  0.40
P: -0.63 1.56 -2.15  0.12
P: -0.82 2.80 1.36  0.08
P: -2.16 -0.23 0.63  0.05
H: 6.09 -1.76 -0.25  0.03
C: 5.23 -2.36 -0.53  0.64
C: 4.30 -1.90 -1.50  0.16
H: 4.46 -0.96 -2.02  0.00
C: 0.89 2.25 -2.86  0.01
C: -1.98 2.73 -2.44  0.01
C: -0.96 0.07 -3.14  0.05
C: -0.24 2.43 3.06  0.05
C: 0.13 4.26 0.83  0.00
C: -2.54 3.35 1.57  0.00
C: -1.87 -1.83 -0.19  0.02
C: -3.84 0.26 0.07  0.00
C: -2.20 -0.59 2.42  0.02
H: 5.28 -3.47 -0.42  0.03
H: 3.89 -2.70 -2.11  0.01
H: 1.70 1.51 -2.81  0.00
H: 1.18 3.17 -2.34  0.00
H: 0.73 2.50 -3.91  0.00
H: -1.73 3.71 -2.01  0.00
H: -2.91 2.38 -2.00  0.00
H: -2.12 2.86 -3.52  0.00
H: -0.18 -0.67 -2.96  0.00
H: -0.95 0.34 -4.21  0.01
H: -1.93 -0.37 -2.86  0.00
H: -0.71 3.13 3.76  0.01
H: 0.85 2.56 3.07  0.00
H: -0.42 1.39 3.31  0.01
H: -0.32 5.16 1.27  0.00
H: 0.18 4.31 -0.26  0.00
H: 1.16 4.16 1.19  0.00
H: -2.76 3.41 2.65  0.00
H: -3.25 2.66 1.10  0.00
H: -2.65 4.33 1.08  0.00
H: -2.85 -2.31 -0.40  0.00
H: -1.20 -2.42 0.44  0.00
H: -1.36 -1.67 -1.15  0.00
H: -4.37 -0.68 -0.15  0.00
H: -3.79 0.88 -0.83  0.00
H: -4.35 0.82 0.87  0.00
H: -2.88 -1.45 2.57  0.00
H: -2.51 0.30 2.98  0.00
H: -1.19 -0.87 2.75  0.00
C: 2.22 -2.61 -0.06  0.25
C: 2.68 -2.90 1.32  0.11
C: 1.57 -3.53 2.14  0.54
C: 0.90 -4.54 1.47  0.30
C: 0.79 -4.52 0.05  0.26
C: 1.15 -3.36 -0.62  0.30
O: 2.87 -1.68 -0.68  0.25
H: 3.24 -1.99 1.64  0.01
H: 3.37 -3.76 1.16  0.04
H: 1.49 -3.26 3.21  0.02
H: 0.47 -5.42 1.98  0.01
H: 0.37 -5.40 -0.47  0.01
H: 0.62 -3.11 -1.56  0.01
O: 2.70 0.95 0.32  0.06
C: 1.54 1.04 0.16  0.10



DFT (wB97M-V/def2-TZVPD) results for a structure of composition C18H37MnOP3S at a distorted geometry.

DFT total energy = -91289.451 eV
Charge = +4
Multiplicity = 4
LUMO energy (spin up / spin down) = -0.5790 / -0.5460 hartree
Kohn-Sham gap (spin up / spin down) = 5.2 / 6.1 eV

Last column: Löwdin spin population.
CARTESIAN COORDINATES (ANGSTROEM)
Mn: 0.06 0.04 1.01  2.25
P: -1.38 1.78 1.36  -0.04
P: -1.71 -1.34 2.63  -0.07
P: 1.77 1.35 0.35  -0.01
H: -1.57 -2.12 0.19  0.00
C: -0.70 -1.54 -0.15  -0.07
C: 0.63 -1.81 0.40  0.01
H: 0.76 -2.48 1.27  0.00
C: -2.61 1.79 -0.01  -0.01
C: -2.44 1.92 2.86  0.00
C: -0.84 3.54 1.40  0.01
C: -1.41 -3.15 2.69  -0.01
C: -1.95 -1.06 4.43  -0.02
C: -3.43 -1.34 1.96  0.00
C: 3.32 0.51 -0.15  0.01
C: 2.49 2.52 1.57  0.00
C: 1.41 2.50 -1.06  0.00
H: -0.82 -1.13 -1.16  0.00
H: 1.52 -1.78 -0.24  0.01
H: -3.30 2.64 0.09  0.00
H: -3.18 0.85 -0.01  0.00
H: -2.08 1.87 -0.96  0.00
H: -2.98 2.88 2.82  0.00
H: -1.81 1.92 3.75  0.00
H: -3.17 1.11 2.94  0.00
H: -1.72 4.18 1.54  0.00
H: -0.34 3.83 0.47  0.00
H: -0.16 3.70 2.25  0.00
H: -2.35 -3.67 2.92  0.00
H: -0.69 -3.37 3.50  0.00
H: -1.01 -3.53 1.74  0.00
H: -2.86 -1.56 4.79  0.00
H: -2.02 0.02 4.64  0.00
H: -1.08 -1.47 4.95  0.00
H: -3.99 -2.20 2.36  0.00
H: -3.41 -1.42 0.87  0.00
H: -3.97 -0.42 2.24  0.00
H: 3.96 1.23 -0.66  0.00
H: 3.13 -0.35 -0.81  0.00
H: 3.84 0.16 0.75  0.00
H: 3.41 2.95 1.16  0.00
H: 2.73 1.98 2.49  0.00
H: 1.79 3.33 1.80  0.00
H: 2.27 2.56 -1.74  0.00
H: 1.20 3.50 -0.68  0.00
H: 0.55 2.15 -1.64  0.00
C: 1.53 -1.12 -4.26  0.24
C: 1.00 -0.54 -5.44  0.06
C: 1.26 -1.13 -6.68  0.07
C: 2.02 -2.31 -6.75  0.28
C: 2.54 -2.88 -5.58  0.08
C: 2.30 -2.29 -4.34  0.06
S: 1.27 -0.27 -2.76  0.17
H: 0.97 -1.28 -1.87  0.01
H: 0.42 0.38 -5.36  0.00
H: 0.84 -0.66 -7.57  0.00
H: 2.22 -2.77 -7.72  0.01
H: 3.14 -3.79 -5.64  0.00
H: 2.71 -2.69 -3.41  0.00
O: 1.16 0.27 3.79  0.01
C: 0.76 0.03 2.70  -0.05



DFT (wB97M-V/def2-TZVPD) results for a structure of composition C18H37N2O3P3Ru at a distorted geometry.

DFT total energy = -58792.214 eV
Charge = +4
Multiplicity = 5
LUMO energy (spin up / spin down) = -0.4574 / -0.5536 hartree
Energy relative to the best compared isomer or geometry (same formula, charge and spin) = 0.0000 eV
Kohn-Sham gap (spin up / spin down) = 6.9 / 4.8 eV

Last column: Löwdin spin population.
CARTESIAN COORDINATES (ANGSTROEM)
P: -2.94 -1.20 2.43  0.63
C: -3.28 0.46 3.11  0.09
H: -4.24 0.40 3.63  0.01
H: -3.30 1.17 2.28  0.01
H: -2.46 0.72 3.80  0.01
C: -4.44 -2.12 2.89  0.09
H: -4.17 -3.19 2.89  0.00
H: -5.16 -1.91 2.09  0.00
H: -4.81 -1.78 3.87  0.02
C: -1.73 -1.81 3.68  0.10
H: -2.28 -2.27 4.51  0.02
H: -1.14 -0.95 4.04  0.00
H: -1.06 -2.54 3.22  0.01
P: 4.03 -0.05 -0.16  0.59
C: 4.08 1.68 0.41  0.09
H: 5.09 2.10 0.44  0.02
H: 3.62 1.76 1.41  0.00
H: 3.44 2.29 -0.25  0.00
C: 5.10 -0.98 0.99  0.08
H: 5.06 -2.04 0.71  0.00
H: 4.67 -0.92 2.01  0.00
H: 6.14 -0.64 1.00  0.02
C: 4.94 -0.01 -1.75  0.09
H: 6.00 0.27 -1.65  0.02
H: 4.43 0.68 -2.44  0.00
H: 4.85 -1.01 -2.20  0.00
P: -1.47 1.00 -2.93  0.12
C: -1.75 2.74 -3.00  0.03
H: -2.50 2.95 -3.77  0.01
H: -0.82 3.26 -3.26  0.00
H: -2.11 3.10 -2.03  0.00
C: -1.16 0.11 -4.44  0.01
H: -1.95 0.32 -5.18  0.00
H: -1.11 -0.96 -4.22  0.00
H: -0.18 0.43 -4.84  0.00
C: -2.62 0.12 -1.88  0.01
H: -3.57 -0.06 -2.41  0.00
H: -2.79 0.71 -0.97  0.00
H: -2.15 -0.84 -1.62  0.01
Ru: 1.04 -1.75 -0.56  0.61
C: 0.94 -0.44 0.87  0.17
O: 0.89 0.41 1.68  0.12
C: 0.14 0.66 -1.95  0.40
O: 1.12 1.24 -1.60  0.34
C: 1.58 -2.92 -2.13  0.03
C: 0.19 -2.88 -1.97  0.05
C: -0.37 -3.10 -0.71  0.05
C: 0.44 -3.37 0.39  0.01
C: 1.85 -3.35 0.25  0.02
C: 2.41 -3.10 -1.02  0.07
H: 2.00 -2.65 -3.08  0.00
H: -0.46 -2.59 -2.80  0.01
H: -1.45 -3.05 -0.58  0.01
H: -0.01 -3.60 1.33  0.00
H: 2.48 -3.46 1.10  0.00
H: 3.47 -2.92 -1.11  0.01
N: -0.51 3.21 1.70  0.00
C: -1.67 3.37 0.98  0.00
N: -2.08 4.69 0.91  0.00
O: -2.28 2.44 0.44  0.00
H: 0.06 4.02 1.87  0.00
H: -0.07 2.29 1.71  0.00
H: -3.04 4.81 0.62  0.00
H: -1.75 5.31 1.63  0.00



DFT (wB97M-V/def2-TZVPD) results for a cluster of 3 separate species, C18H37N2O4 in total at a distorted geometry.

DFT total energy = -30427.935 eV
Charge = +1
Multiplicity = 1
LUMO energy = -0.1657 hartree
Energy relative to the best compared isomer or geometry (same formula, charge and spin) = 3.7785 eV
Kohn-Sham gap = 7.0 eV

Last column: natural (NBO) charge in e.
CARTESIAN COORDINATES (ANGSTROEM)
C: -4.39 -3.53 2.40  -0.64
C: -4.12 -3.26 0.89  0.07
O: -4.87 -4.24 0.15  -0.72
C: -2.62 -3.53 0.60  -0.24
N: -2.17 -3.18 -0.74  -0.61
C: -2.20 -1.76 -1.04  -0.25
C: -1.23 -0.95 -0.18  -0.07
O: -1.54 0.50 -0.30  -0.50
C: -2.14 0.92 0.83  0.29
C: -3.53 0.94 0.93  -0.13
C: -4.11 1.36 2.12  -0.22
C: -3.30 1.72 3.15  0.06
N: -1.98 1.71 3.02  -0.40
C: -1.37 1.32 1.90  0.04
H: -3.45 -3.70 2.94  0.21
H: -4.94 -2.72 2.88  0.21
H: -4.99 -4.43 2.53  0.23
H: -4.45 -2.25 0.61  0.17
H: -4.60 -5.10 0.50  0.47
H: -2.49 -4.61 0.71  0.21
H: -2.03 -3.07 1.40  0.18
H: -2.81 -3.65 -1.38  0.38
H: -1.86 -1.64 -2.08  0.22
H: -3.21 -1.31 -1.03  0.16
H: -0.18 -1.08 -0.45  0.22
H: -1.31 -1.20 0.88  0.17
H: -4.11 0.61 0.08  0.26
H: -5.19 1.36 2.21  0.27
H: -3.71 2.03 4.11  0.25
H: -1.39 1.98 3.80  0.45
H: -0.29 1.28 1.78  0.27
C: 3.42 4.35 2.90  -0.64
C: 3.71 2.85 2.90  -0.07
O: 2.85 2.10 2.07  -0.55
C: 2.87 2.43 0.68  -0.06
C: 4.24 2.26 0.04  -0.65
H: 2.39 4.54 3.20  0.20
H: 4.09 4.86 3.59  0.23
H: 3.56 4.78 1.91  0.21
H: 3.56 2.47 3.91  0.19
H: 4.75 2.66 2.65  0.17
H: 2.48 3.44 0.53  0.16
H: 2.16 1.75 0.20  0.17
H: 4.98 2.92 0.48  0.21
H: 4.18 2.49 -1.03  0.22
H: 4.59 1.24 0.16  0.22
C: 4.05 -0.43 -4.78  -0.65
C: 2.96 -1.42 -4.42  -0.07
O: 2.56 -1.36 -3.06  -0.54
C: 2.03 -0.13 -2.62  -0.06
C: 0.79 0.31 -3.36  -0.65
H: 4.93 -0.58 -4.15  0.21
H: 4.34 -0.55 -5.83  0.22
H: 3.72 0.61 -4.65  0.20
H: 3.34 -2.43 -4.58  0.19
H: 2.09 -1.31 -5.08  0.16
H: 2.80 0.65 -2.65  0.16
H: 1.77 -0.27 -1.56  0.17
H: 0.96 0.48 -4.42  0.22
H: 0.41 1.24 -2.94  0.21
H: 0.01 -0.45 -3.28  0.20



DFT (wB97M-V/def2-TZVPD) results for a structure of composition C18H37N7O2V.

DFT total energy = -59458.967 eV
Charge = +3
Multiplicity = 3
LUMO energy (spin up / spin down) = -0.3305 / -0.3031 hartree
Energy relative to the best compared isomer or geometry (same formula, charge and spin) = 0.1037 eV
Kohn-Sham gap (spin up / spin down) = 8.9 / 9.8 eV

Last column: Löwdin spin population.
CARTESIAN COORDINATES (ANGSTROEM)
V: -1.46 0.30 -0.76  1.96
C: 0.38 1.47 -2.57  0.00
N: -1.10 1.33 -2.55  -0.01
C: -1.70 2.68 -2.67  0.01
C: -1.55 0.46 -3.67  0.00
C: -1.22 -0.99 -3.38  0.00
N: -1.81 -1.40 -2.07  -0.01
C: -1.21 -2.68 -1.63  0.00
C: -3.27 -1.64 -2.24  0.00
H: 0.71 1.76 -3.57  0.00
H: 0.86 0.53 -2.29  0.00
H: 0.67 2.25 -1.86  0.00
H: -1.30 3.19 -3.55  0.00
H: -1.47 3.27 -1.78  0.00
H: -2.78 2.59 -2.78  0.00
H: -1.08 0.78 -4.60  0.00
H: -2.62 0.60 -3.79  0.00
H: -0.15 -1.15 -3.33  0.00
H: -1.61 -1.63 -4.18  0.00
H: -1.41 -3.46 -2.37  0.00
H: -1.65 -2.98 -0.68  0.00
H: -0.13 -2.56 -1.52  0.00
H: -3.43 -2.42 -2.99  0.00
H: -3.78 -0.74 -2.57  0.00
H: -3.70 -1.95 -1.29  0.00
N: 1.21 -0.91 -0.25  0.01
C: 1.89 0.17 0.48  0.00
C: 2.80 -0.25 1.64  0.00
C: 4.12 -0.88 1.19  0.00
C: 5.00 -1.34 2.36  0.00
N: 5.60 -0.25 3.13  0.00
C: 6.85 0.21 3.02  0.00
N: 7.70 -0.30 2.14  0.00
N: 7.24 1.21 3.80  0.00
C: 0.87 1.19 0.97  0.00
O: 1.12 2.13 1.64  0.00
O: -0.41 0.96 0.52  -0.01
H: 0.90 -1.62 0.41  0.00
H: 1.88 -1.38 -0.86  0.00
H: 2.49 0.72 -0.26  0.00
H: 2.25 -0.96 2.27  0.00
H: 2.99 0.63 2.25  0.00
H: 4.68 -0.18 0.57  0.00
H: 3.93 -1.76 0.57  0.00
H: 5.78 -2.01 2.01  0.00
H: 4.41 -1.94 3.06  0.00
H: 5.04 0.16 3.85  0.00
H: 7.50 -1.13 1.61  0.00
H: 8.65 0.05 2.08  0.00
H: 6.62 1.63 4.48  0.00
H: 8.21 1.51 3.83  0.00
C: -6.96 0.54 2.34  0.00
C: -5.69 0.51 1.56  0.01
C: -5.51 1.27 0.41  0.00
C: -4.32 1.20 -0.28  0.01
N: -3.31 0.40 0.10  0.00
C: -3.47 -0.34 1.21  0.01
C: -4.62 -0.32 1.95  0.00
H: -7.60 1.36 2.02  0.00
H: -6.75 0.66 3.41  0.00
H: -7.50 -0.40 2.22  0.00
H: -6.29 1.93 0.06  0.00
H: -4.16 1.81 -1.17  0.00
H: -2.63 -0.96 1.51  0.00
H: -4.70 -0.93 2.84  0.00



DFT (wB97M-V/def2-TZVPD) results for a cluster of 7 separate species, C18H37NO13 in total at a distorted geometry.

DFT total energy = -47372.061 eV
Multiplicity = 1
LUMO energy = 0.0076 hartree
Structure (SMILES) = C[C@H]1COC(=O)O1.C[C@H]1COC(=O)O1.C[C@H]1COC(=O)O1.CN(C)C=O.CO.CO.CO
Energy relative to the best compared isomer or geometry (same formula, charge and spin) = 0.8350 eV
Kohn-Sham gap = 10.0 eV

Last column: natural (NBO) charge in e.
CARTESIAN COORDINATES (ANGSTROEM)
C: -0.77 -3.99 2.47  -0.63
C: -0.14 -4.74 1.29  0.07
C: 1.35 -4.39 1.05  -0.10
O: 1.99 -5.66 1.26  -0.51
C: 1.08 -6.66 1.31  0.97
O: 1.32 -7.82 1.23  -0.57
O: -0.11 -6.14 1.61  -0.50
H: -0.42 -2.96 2.44  0.21
H: -0.48 -4.49 3.38  0.23
H: -1.85 -4.04 2.32  0.22
H: -0.72 -4.57 0.38  0.19
H: 1.86 -3.78 1.80  0.20
H: 1.50 -4.15 0.00  0.20
C: -3.98 -1.09 -4.88  -0.63
C: -3.24 0.23 -5.07  0.07
C: -1.77 0.17 -4.61  -0.09
O: -0.98 0.54 -5.72  -0.48
C: -1.76 0.76 -6.76  0.97
O: -1.44 1.17 -7.83  -0.58
O: -3.08 0.47 -6.46  -0.51
H: -3.45 -1.99 -5.16  0.22
H: -4.91 -1.00 -5.46  0.22
H: -4.39 -1.13 -3.87  0.22
H: -3.75 1.04 -4.53  0.18
H: -1.57 -0.85 -4.28  0.20
H: -1.71 0.87 -3.78  0.20
C: 1.30 4.29 1.12  -0.64
C: 2.82 4.40 1.29  0.06
C: 3.38 4.38 2.69  -0.11
O: 4.05 3.13 2.82  -0.50
C: 4.15 2.55 1.60  0.97
O: 4.83 1.61 1.38  -0.57
O: 3.40 3.23 0.71  -0.49
H: 1.02 4.61 0.12  0.22
H: 0.84 5.07 1.74  0.22
H: 0.85 3.31 1.24  0.24
H: 3.22 5.28 0.78  0.20
H: 2.65 4.57 3.48  0.21
H: 4.08 5.19 2.89  0.19
C: -2.26 -0.31 1.81  -0.41
N: -1.80 -0.17 0.43  -0.43
C: -0.36 -0.13 0.25  -0.43
C: -2.64 -0.23 -0.62  0.53
O: -2.28 -0.43 -1.77  -0.65
H: -1.74 -1.12 2.31  0.20
H: -3.34 -0.46 1.83  0.21
H: -2.01 0.62 2.34  0.22
H: 0.06 -1.12 0.43  0.21
H: -0.06 0.14 -0.76  0.24
H: 0.09 0.68 0.84  0.20
H: -3.69 -0.24 -0.30  0.11
C: 1.96 0.12 2.93  -0.26
O: 1.52 1.40 3.43  -0.73
H: 2.67 -0.30 3.64  0.18
H: 1.02 -0.42 2.83  0.17
H: 2.41 0.12 1.94  0.17
H: 2.25 1.99 3.21  0.46
C: 3.21 -1.06 -0.37  -0.25
O: 2.22 -1.96 -0.90  -0.75
H: 3.80 -0.67 -1.20  0.18
H: 2.59 -0.20 -0.10  0.17
H: 3.76 -1.47 0.47  0.18
H: 2.62 -2.62 -1.48  0.47
C: -2.47 3.22 0.52  -0.25
O: -2.46 3.45 1.91  -0.72
H: -3.45 2.84 0.19  0.16
H: -2.18 4.13 -0.02  0.17
H: -1.79 2.45 0.16  0.18
H: -2.83 4.32 2.07  0.47



DFT (wB97M-V/def2-TZVPD) results for a structure of composition C18H37NO2P2V at a distorted geometry.

DFT total energy = -69108.496 eV
Multiplicity = 2
LUMO energy (spin up / spin down) = -0.0038 / -0.0056 hartree
Kohn-Sham gap (spin up / spin down) = 2.3 / 2.3 eV

Last column: Löwdin spin population.
CARTESIAN COORDINATES (ANGSTROEM)
V: 0.51 -0.91 -1.40  0.02
P: -3.96 1.27 1.38  0.08
P: 2.93 -1.81 -0.95  0.00
N: 0.37 0.23 -2.66  0.01
H: -2.96 0.40 1.95  0.03
C: -3.93 2.84 2.25  0.02
H: -4.95 3.07 2.59  0.00
H: -3.57 3.63 1.58  0.00
H: -3.27 2.76 3.12  0.00
C: -5.57 0.51 1.56  0.02
H: -6.26 1.25 1.99  0.00
H: -5.49 -0.35 2.24  0.00
H: -5.93 0.18 0.58  0.00
C: -3.59 1.53 -0.35  0.00
H: -4.43 1.15 -0.95  0.00
H: -2.67 0.98 -0.62  0.00
H: -3.45 2.60 -0.54  0.00
C: 4.35 -0.96 -1.64  0.00
H: 5.20 -1.65 -1.73  0.00
H: 4.63 -0.12 -0.98  0.00
H: 4.10 -0.57 -2.64  0.00
C: 3.51 -3.05 0.21  0.00
H: 4.51 -3.38 -0.08  0.00
H: 2.83 -3.91 0.16  0.00
H: 3.52 -2.64 1.23  0.00
C: 2.01 -2.62 -2.29  0.00
H: 1.99 -3.68 -2.03  0.00
H: 2.62 -2.50 -3.19  0.00
H: 0.96 -2.31 -2.56  0.00
C: -0.03 1.15 -3.53  0.00
C: -0.25 3.50 -4.17  0.00
C: 0.21 2.54 -3.28  0.00
C: -0.74 0.79 -4.72  0.00
C: -1.20 1.77 -5.59  0.00
C: -0.96 3.12 -5.32  0.00
H: -0.06 4.56 -3.96  0.00
H: 0.76 2.81 -2.37  0.00
H: -0.91 -0.28 -4.90  0.00
H: -1.74 1.47 -6.49  0.00
H: -1.33 3.89 -6.01  0.00
C: -1.44 -0.35 1.27  0.43
O: -1.08 -0.42 0.02  0.18
C: -0.65 0.61 2.12  0.06
H: 0.41 0.31 2.16  0.02
H: -1.03 0.65 3.15  0.00
H: -0.69 1.61 1.68  0.01
C: -1.95 -1.64 1.88  0.06
H: -1.20 -2.44 1.77  0.02
H: -2.86 -1.95 1.36  0.01
H: -2.16 -1.52 2.95  0.00
C: 2.08 -1.07 4.04  0.00
C: 3.14 -1.03 3.04  0.00
C: 4.54 -1.27 3.39  0.00
O: 2.03 -0.80 -0.18  0.00
H: 1.11 -1.33 3.58  0.00
H: 1.94 -0.11 4.56  0.00
H: 2.31 -1.82 4.81  0.00
H: 2.90 -0.67 2.04  0.00
H: 4.65 -2.23 3.92  0.00
H: 5.18 -1.31 2.50  0.00
H: 4.96 -0.50 4.06  0.00